{
  "formula": "C5H10O",
  "method": "ωB97M-V/def2-TZVPD",
  "species": ["C", "C", "C", "C", "C", "O", "H", "H", "H", "H", "H", "H", "H", "H", "H", "H"],
  "coordinates": [[-1.4092, -0.1519, -2.1777], [-0.8821, 0.7818, -1.4365], [0.1926, 1.0839, 1.5840], [1.5551, -0.7413, 0.2890], [0.1792, -0.1717, 0.7081], [-0.9322, -0.9570, 0.9975], [-2.1366, -0.1662, -2.9115], [-1.2692, -1.2407, -1.9203], [-0.7423, 1.8077, -1.5974], [-0.6060, 1.6683, 1.3757], [0.2600, 0.6541, 2.5908], [1.0834, 1.6270, 1.2600], [1.6294, -1.7407, -0.1280], [1.9512, -0.8325, 1.3051], [2.1974, 0.0124, -0.3312], [-1.0705, -1.6330, 0.3925]],
  "homo_ev": [-7.53, -7.04],
  "total_energy_ha": -271.558936,
  "de_lowest_ev": 5.270,
  "homo_lumo_gap_ev": [8.361, 7.808],
  "spin_multiplicity": 1
}